Record 1
85
Properties=species:S:1:pos:R:3:forces:R:3:lowdin_charge:R:1 method="wB97M-V/def2-TZVPD" e_above_lowest_ev=0.0000 charge=0 homo_energy_ev="-7.57 / -7.57" e_lumo_ev="-0.9 / -0.9" orbital_gap_ev="6.667 / 6.667"
Pt -0.795432 0.192827 1.218808 0.742 -0.942 0.051 0.4572
O -3.258199 -1.190804 4.061173 0.201 -0.180 0.197 0.0427
C -2.105007 -1.245598 3.649786 0.039 0.050 0.474 -0.6289
O -1.775272 -1.426646 2.412844 -0.144 0.122 -0.347 -0.2324
C -0.964649 -1.170850 4.635141 -0.085 -0.026 -0.082 -0.1479
C -1.096430 -1.892080 5.818088 -0.038 -0.021 0.000 -0.0227
C -0.088215 -1.915623 6.764566 -0.018 -0.002 0.012 -0.0805
C 1.070679 -1.183692 6.544855 0.011 -0.011 0.022 -0.0895
C 1.207169 -0.444404 5.385293 0.019 -0.009 0.005 -0.1369
C 0.198175 -0.428822 4.418963 0.036 -0.042 -0.061 -0.5531
S 0.467873 0.685990 3.076166 0.112 0.283 -0.016 0.5623
H -2.020918 -2.430861 5.977542 -0.006 -0.014 0.004 0.1186
H -0.207821 -2.491644 7.672625 -0.002 -0.008 0.003 0.1006
H 1.866279 -1.182785 7.278860 0.002 0.004 0.009 0.1010
H 2.098457 0.149848 5.225909 0.012 0.013 -0.019 0.0911
N -3.974187 0.111743 1.809539 -0.427 0.288 -0.278 0.0982
C -4.619044 0.166354 0.592630 0.135 0.064 -0.057 -0.3034
C -6.020634 0.241330 0.525011 0.038 0.071 -0.001 -0.0282
C -6.672570 0.309088 -0.684247 0.005 -0.007 -0.045 -0.0840
C -5.955719 0.290754 -1.880309 -0.083 0.007 -0.029 -0.0942
C -4.580721 0.228537 -1.831224 0.061 -0.004 0.034 -0.1002
C -3.894353 0.188617 -0.614100 -0.041 -0.111 0.243 -0.2918
P -2.077745 0.263104 -0.672946 -0.070 -0.001 -0.092 0.9002
C -1.687965 -1.082114 -1.828535 -0.051 0.019 -0.002 -0.3646
C -1.615763 -2.349182 -1.251069 -0.013 -0.013 0.011 -0.1027
C -1.460559 -3.467865 -2.051888 -0.031 -0.053 0.007 -0.0793
C -1.357510 -3.327163 -3.428579 -0.038 0.004 -0.031 -0.0928
C -1.406607 -2.065809 -4.002885 -0.019 -0.048 -0.044 -0.0793
C -1.580120 -0.944193 -3.206893 0.006 0.044 -0.022 -0.0867
C -1.795020 1.838539 -1.546223 0.072 -0.016 0.051 -0.3478
C -2.699594 2.889251 -1.419395 -0.023 -0.060 0.042 -0.0703
C -2.412279 4.125725 -1.976999 0.009 0.065 -0.015 -0.0706
C -1.226597 4.324978 -2.668244 -0.013 0.025 -0.009 -0.0792
C -0.319465 3.282810 -2.797026 0.022 0.007 -0.003 -0.0733
C -0.600839 2.051631 -2.230498 -0.006 -0.067 0.006 -0.1198
H -4.586490 0.103340 2.612364 0.041 -0.065 -0.040 0.0886
H -3.291954 -0.636738 1.910076 0.036 0.039 -0.052 0.0202
H -6.583331 0.227268 1.450389 0.000 0.001 0.010 0.1119
H -7.753273 0.358389 -0.702126 -0.034 0.004 -0.011 0.1035
H -6.466966 0.328980 -2.831893 -0.014 0.003 -0.013 0.0987
H -4.018760 0.234403 -2.757103 0.022 -0.015 -0.029 0.1032
H -1.691626 -2.453910 -0.172473 -0.009 0.001 0.008 0.0991
H -1.421441 -4.449887 -1.599202 0.002 -0.025 0.003 0.1099
H -1.236360 -4.201831 -4.053864 0.007 -0.023 -0.022 0.1062
H -1.314133 -1.951813 -5.075199 0.000 -0.009 -0.013 0.1090
H -1.630524 0.035582 -3.665745 -0.010 0.007 0.009 0.1060
H -3.628850 2.741437 -0.884088 0.000 0.003 0.000 0.1111
H -3.119432 4.937435 -1.868499 -0.011 0.007 -0.005 0.1060
H -1.009731 5.290371 -3.106187 0.005 0.014 0.003 0.1035
H 0.612555 3.431873 -3.327732 0.003 -0.005 -0.009 0.1074
H 0.109811 1.241578 -2.329870 -0.001 0.014 -0.015 0.0654
C 5.448941 -2.350719 2.131022 0.014 -0.014 0.011 -0.0818
C 5.097443 -2.558983 0.807543 0.027 -0.038 0.003 -0.0803
C 3.970892 -1.942796 0.280514 0.028 0.034 -0.046 -0.1184
C 3.191692 -1.110647 1.076973 -0.239 -0.127 -0.039 -0.3359
C 3.545392 -0.906423 2.405082 -0.087 0.114 0.090 -0.1232
C 4.672008 -1.521899 2.926270 0.024 -0.006 0.065 -0.0725
Sb 1.558853 -0.041923 0.212954 -0.230 0.888 0.047 1.4700
C 2.430144 1.891314 0.141576 0.051 -0.234 -0.024 -0.3742
C 1.645119 3.010461 0.373415 -0.217 -0.005 0.005 -0.1433
C 2.209770 4.276781 0.335275 -0.021 0.061 -0.004 -0.0759
C 3.561081 4.425466 0.066160 0.023 0.014 -0.001 -0.0823
C 4.351029 3.306946 -0.164434 0.049 0.031 -0.010 -0.0821
C 3.786932 2.041815 -0.124177 0.095 -0.054 -0.016 -0.1251
C 1.859977 -0.677705 -1.801245 -0.187 -0.081 0.124 -0.3694
C 2.314831 0.203128 -2.774491 0.123 0.110 0.062 -0.1323
C 2.531600 -0.239034 -4.071350 0.022 0.018 -0.089 -0.0708
C 2.305189 -1.565995 -4.402780 0.014 0.000 -0.021 -0.0757
C 1.853383 -2.450915 -3.435252 0.040 -0.020 -0.011 -0.0849
C 1.625677 -2.006001 -2.142973 -0.074 -0.062 0.059 -0.1533
H 6.325232 -2.833668 2.543114 0.011 0.001 0.002 0.1041
H 5.698884 -3.201824 0.178023 0.002 -0.008 -0.006 0.1047
H 3.720931 -2.108885 -0.756696 -0.001 -0.013 -0.048 0.0813
H 2.942356 -0.258850 3.028603 0.018 -0.035 -0.014 0.0386
H 4.941177 -1.353587 3.960790 -0.004 0.001 0.015 0.1066
H 0.585645 2.893825 0.585079 0.039 -0.004 0.001 0.0759
H 1.590283 5.144775 0.518353 0.000 0.019 0.007 0.1068
H 4.003019 5.412907 0.041856 0.005 0.015 -0.005 0.1030
H 5.407888 3.419783 -0.368959 0.007 0.005 -0.001 0.1037
H 4.412992 1.172036 -0.295738 -0.008 -0.001 0.016 0.1038
H 2.517658 1.238584 -2.524138 -0.022 0.003 0.001 0.0943
H 2.884241 0.456750 -4.822083 0.007 -0.002 -0.005 0.1059
H 2.479472 -1.909550 -5.414139 0.002 -0.003 -0.008 0.1054
H 1.668249 -3.487055 -3.686828 0.000 0.002 0.001 0.1091
H 1.253129 -2.705581 -1.402910 0.040 0.008 -0.005 0.1066

***

Record 2
96
Properties=species:S:1:pos:R:3:forces:R:3:mulliken_spin:R:1 method="wB97M-V/def2-TZVPD" multiplicity=2 e_above_lowest_ev=0.8751 s_squared=0.759 charge=0 homo_energy_ev="-7.52 / -7.52" e_lumo_ev="-0.9 / -0.8" orbital_gap_ev="6.610 / 6.669"
Re 0.413032 -1.047036 -0.857532 -0.648 -0.629 0.612 1.1020
Cl -2.538885 1.416542 2.441397 -0.013 0.028 0.023 0.0003
C -1.395567 0.174072 2.797440 -0.089 0.018 0.135 -0.0118
C -1.275948 -0.258596 4.137304 -0.068 0.082 -0.011 0.0006
C -0.408191 -1.247421 4.482857 0.049 -0.065 0.013 -0.0003
Cl -0.281576 -1.750124 6.138341 -0.009 0.012 -0.006 0.0002
C 0.391274 -1.880784 3.497236 -0.013 -0.006 0.002 0.0042
C 1.313435 -2.923607 3.723415 0.013 -0.011 0.039 -0.0030
C 2.012594 -3.438657 2.668350 0.020 -0.010 -0.050 -0.0029
C 1.790830 -2.934303 1.376358 0.129 -0.128 0.022 -0.0235
N 0.930343 -1.972257 1.134687 0.131 0.130 -0.355 0.1143
C 0.242768 -1.432333 2.177393 -0.007 -0.003 -0.025 0.0052
C -0.638257 -0.386394 1.801587 0.080 -0.050 -0.034 -0.0246
O -0.669232 -0.053417 0.518933 -0.028 0.164 -0.029 -0.0156
H -1.891149 0.214831 4.890128 0.013 -0.011 -0.005 -0.0001
H 1.456974 -3.301215 4.726877 -0.008 0.004 -0.011 0.0000
H 2.725852 -4.240240 2.798913 -0.011 0.010 0.013 0.0003
H 2.321196 -3.340243 0.527213 -0.021 0.027 0.042 -0.0756
C 1.708058 -1.383239 -4.464367 -0.021 -0.040 -0.048 -0.0190
C 1.824391 -0.183487 -3.528010 0.000 0.033 0.161 0.0274
C 3.284451 0.111648 -3.189887 0.057 -0.003 0.010 -0.0026
C 1.164048 1.030740 -4.175019 0.036 0.057 -0.058 0.0149
N 1.127613 -0.482667 -2.290859 0.308 0.245 -0.480 -0.0505
H 2.247344 -1.167988 -5.389730 -0.035 -0.015 0.012 0.0004
H 0.663059 -1.581722 -4.707568 0.011 0.006 0.027 -0.0005
H 2.123782 -2.287236 -4.021854 0.038 0.038 0.013 0.0028
H 3.863618 0.246178 -4.105621 -0.022 0.017 0.014 -0.0003
H 3.718394 -0.712958 -2.621523 -0.009 -0.002 -0.028 0.0027
H 3.362544 1.021216 -2.591303 -0.009 -0.032 0.011 -0.0016
H 1.712427 1.314649 -5.076538 -0.015 -0.003 0.013 -0.0012
H 1.156590 1.883296 -3.494699 0.018 -0.101 -0.033 -0.0030
H 0.136920 0.794984 -4.456879 0.028 -0.001 0.034 0.0039
C 2.784157 -8.551610 0.324523 0.000 -0.016 0.012 -0.0008
C 2.066271 -7.293436 -0.083012 -0.030 0.013 0.005 0.0022
C 0.725273 -7.097161 0.216966 0.020 0.020 0.036 -0.0015
C 0.040267 -5.946502 -0.166436 0.042 -0.013 0.067 0.0066
C -1.411341 -5.829425 0.224234 -0.012 -0.007 -0.023 -0.0042
C 0.719001 -4.949393 -0.888030 -0.148 -0.121 0.079 -0.0091
Te -0.466505 -3.350942 -1.680811 0.014 0.184 -0.038 -0.0682
C 2.077199 -5.123848 -1.179559 0.061 0.041 -0.073 0.0056
C 2.903002 -4.087827 -1.899920 0.060 -0.041 -0.030 0.0052
C 2.725355 -6.286949 -0.772888 0.040 0.028 0.026 0.0010
H 2.124776 -9.218578 0.879593 0.008 0.012 -0.008 0.0000
H 3.647791 -8.330269 0.954846 -0.011 0.010 -0.014 0.0001
H 3.150508 -9.093283 -0.549739 -0.006 0.012 0.007 0.0001
H 0.190060 -7.861237 0.772399 0.015 0.014 -0.017 0.0001
H -1.656894 -6.569047 0.986241 -0.004 -0.004 -0.014 -0.0001
H -2.074833 -5.996855 -0.628233 0.034 0.026 -0.009 0.0011
H -1.643832 -4.837296 0.612085 0.016 -0.009 0.020 0.0005
H 2.331381 -3.190794 -2.116707 -0.005 0.030 0.025 0.0188
H 3.287748 -4.481093 -2.843824 -0.020 -0.009 0.010 0.0005
H 3.770126 -3.800330 -1.297634 0.005 -0.019 -0.020 -0.0031
H 3.780585 -6.403087 -1.008524 -0.038 -0.004 0.006 -0.0004
F -3.274155 7.398084 2.703236 -0.009 0.026 0.004 0.0000
C -3.149667 6.120093 3.111853 0.002 -0.021 -0.016 0.0001
F -2.360920 6.132232 4.198559 -0.009 0.009 0.021 0.0000
F -4.371865 5.721052 3.508073 -0.003 0.008 0.014 0.0000
C -2.603311 5.243024 2.022926 0.026 -0.015 -0.012 0.0001
C -3.455088 4.796596 1.020916 -0.009 -0.012 -0.028 0.0002
C -2.957928 4.009563 -0.004512 -0.019 0.014 -0.001 0.0017
C -1.612852 3.649234 -0.030417 -0.008 -0.046 0.048 0.0046
C -0.773063 4.103501 0.982553 -0.013 0.001 0.000 -0.0013
C -1.259059 4.908182 2.001596 0.019 -0.014 -0.001 -0.0006
P -0.829781 2.609197 -1.325864 0.167 0.152 -0.016 -0.0141
C -0.462965 3.960047 -2.523893 -0.107 0.061 -0.018 0.0011
C 0.868942 4.333953 -2.667429 0.017 0.020 -0.017 -0.0008
C 1.229472 5.394682 -3.488040 0.020 -0.025 0.016 0.0000
C 0.248331 6.081893 -4.181530 -0.015 -0.023 0.006 -0.0001
C -1.088804 5.726188 -4.048353 -0.018 0.000 0.011 0.0002
C -1.438287 4.676180 -3.218776 -0.026 -0.002 0.022 0.0003
C 0.615148 7.249935 -5.051386 0.001 -0.022 0.014 0.0000
F 0.487403 8.416748 -4.390851 0.001 0.029 0.001 0.0000
F 1.885970 7.181368 -5.481411 0.003 0.013 -0.014 0.0000
F -0.172375 7.330976 -6.137796 0.007 0.010 -0.017 0.0000
C -2.249665 1.739779 -2.076056 0.056 -0.095 -0.069 -0.0305
C -3.100128 1.010211 -1.246806 -0.019 -0.023 0.048 0.0590
C -4.069543 0.174625 -1.780662 0.016 0.007 0.023 -0.0068
C -4.188101 0.050405 -3.154914 0.020 0.016 -0.013 -0.0038
C -3.342858 0.761215 -3.996167 -0.001 0.007 -0.010 -0.0136
C -2.379862 1.597029 -3.458671 -0.010 0.043 -0.007 0.0168
C -5.207958 -0.863081 -3.768399 0.012 0.017 0.024 0.0005
F -6.030860 -1.401152 -2.855608 -0.017 -0.011 -0.009 0.0000
F -4.625765 -1.881642 -4.429249 -0.005 -0.026 -0.016 0.0002
F -5.976733 -0.214825 -4.666068 -0.018 -0.006 -0.007 0.0000
H -4.504466 5.061529 1.044556 0.010 -0.002 0.004 0.0000
H -3.630566 3.660422 -0.778533 0.011 0.004 0.013 -0.0003
H 0.270669 3.809196 0.986071 -0.018 0.001 -0.011 0.0006
H -0.600831 5.250960 2.788327 -0.011 -0.001 -0.005 0.0000
H 1.637320 3.784741 -2.134417 -0.012 0.018 0.004 0.0004
H 2.268743 5.675236 -3.594518 -0.013 -0.002 -0.003 0.0000
H -1.851064 6.271267 -4.590222 0.019 -0.007 0.006 0.0000
H -2.483684 4.412259 -3.109884 0.016 -0.004 -0.003 0.0001
H -2.993725 1.076804 -0.170954 -0.003 -0.005 -0.076 -0.0135
H -4.723046 -0.385321 -1.125605 0.011 0.006 -0.008 0.0008
H -3.437536 0.662256 -5.070608 -0.002 -0.007 0.016 0.0002
H -1.725316 2.142705 -4.126278 -0.013 -0.001 0.016 0.0011